# C3H4INO2

C3H4INO2 as an isolated structure at a distorted geometry (wB97M-V/def2-TZVPD, the Open Molecules 2025 dataset).

Values from the calculation:
orbital gap	7.85	eV
F_max	0.0999	hartree/bohr

Atoms and positions in Å:
C1 -1.502 1.822 -0.152
C2 1.532 -0.239 -0.069
C3 0.195 -0.589 -0.451
N1 -0.699 -0.853 0.454
O1 -2.070 2.607 0.503
O2 -0.451 -1.114 1.638
I1 -2.684 -0.659 -0.496
H1 1.680 0.561 0.628
H2 2.040 0.112 -0.895
H3 2.107 -1.062 0.315
H4 -0.147 -0.587 -1.475

Results of the natural (NBO) charge analysis, in e, for atoms 1 through 8: number 1, C, carries 0.448; number 2, C, carries -0.682; number 3, C, carries 0.015; number 4, N, carries 0.047; number 5, O, carries -0.520; number 6, O, carries -0.419; number 7, I, carries 0.189; number 8, H, carries 0.243

---

# C18H52NO17

A 9-piece molecular cluster, C18H52NO17 overall at a distorted geometry (wB97M-V/def2-TZVPD, the Open Molecules 2025 dataset).

Values from the calculation:
orbital gap	8.47	eV
F_max	0.1286	hartree/bohr
total charge	-1

Atoms and positions in Å:
N1 0.028 -0.386 -0.110
O1 1.133 -0.326 -0.650
O2 -0.646 -1.355 -0.218
O3 -0.357 0.531 0.526
C1 -1.958 -2.591 4.281
C2 -1.484 -3.819 3.520
C3 -0.719 -3.521 2.262
O4 -0.728 -4.547 4.422
H1 -2.437 -2.707 5.253
H2 -2.594 -1.878 3.758
H3 -1.044 -2.099 4.615
H4 -2.319 -4.479 3.285
H5 -1.410 -2.968 1.626
H6 -0.600 -4.431 1.675
H7 0.162 -2.892 2.392
H8 0.229 -4.474 4.434
C4 0.147 4.692 3.393
C5 -0.282 3.800 2.179
C6 0.496 4.176 0.857
O5 -0.116 2.419 2.439
H9 -0.256 5.672 3.649
H10 1.225 4.845 3.341
H11 -0.041 4.113 4.297
H12 -1.354 3.989 2.108
H13 1.537 3.903 1.027
H14 0.340 5.204 0.528
H15 0.072 3.652 0.001
H16 -0.431 2.068 1.603
C7 -1.437 2.606 -3.315
C8 -0.016 2.178 -2.996
O6 0.180 0.860 -3.448
O7 -1.647 3.119 -4.643
H17 -1.703 3.351 -2.564
H18 -2.069 1.726 -3.192
H19 0.284 2.152 -1.948
H20 0.654 2.815 -3.574
H21 0.272 0.948 -4.399
H22 -1.089 3.890 -4.770
C9 2.963 -4.442 0.101
C10 1.983 -3.902 -0.897
O8 2.607 -3.771 -2.168
O9 3.255 -5.794 -0.119
H23 2.411 -4.413 1.041
H24 3.841 -3.809 0.226
H25 1.610 -2.898 -0.699
H26 1.166 -4.619 -0.817
H27 2.915 -4.642 -2.432
H28 2.430 -6.258 0.041
C11 2.734 0.180 2.160
C12 3.746 -0.792 1.467
O10 5.017 -0.112 1.176
O11 2.300 1.278 1.407
H29 3.132 0.520 3.116
H30 1.889 -0.474 2.372
H31 3.272 -1.272 0.611
H32 3.987 -1.607 2.150
H33 4.761 0.711 0.754
H34 1.412 1.379 1.757
C13 4.291 3.264 -2.502
C14 3.400 2.750 -1.383
O12 3.496 1.392 -1.129
O13 4.053 2.560 -3.732
H35 5.328 3.096 -2.210
H36 4.173 4.343 -2.596
H37 2.380 3.103 -1.528
H38 3.619 3.202 -0.416
H39 3.275 1.115 -0.237
H40 4.895 2.101 -3.786
C15 -3.460 0.958 1.134
C16 -4.978 0.961 1.415
O14 -5.500 2.219 0.895
O15 -3.057 0.793 -0.282
H41 -3.013 0.029 1.486
H42 -2.867 1.744 1.601
H43 -5.253 0.775 2.454
H44 -5.360 0.174 0.766
H45 -5.399 2.237 -0.059
H46 -2.192 0.398 -0.147
C17 -3.531 -1.796 -2.624
C18 -3.948 -2.616 -3.807
O16 -3.156 -2.214 -4.866
O17 -2.816 -2.661 -1.711
H47 -4.477 -1.368 -2.293
H48 -2.793 -1.046 -2.908
H49 -4.952 -2.315 -4.105
H50 -3.841 -3.698 -3.730
H51 -3.444 -2.832 -5.541
H52 -2.322 -2.169 -1.051

Results of the Löwdin charge analysis, in e, for atoms 1 through 8: number 1, N, carries -0.635; number 2, O, carries 0.018; number 3, O, carries 0.007; number 4, O, carries -0.026; number 5, C, carries -0.055; number 6, C, carries -0.526; number 7, C, carries -0.052; number 8, O, carries -0.058

---

# C3H5N

One molecule with the formula C3H5N at a distorted geometry (wB97M-V/def2-TZVPD, the Open Molecules 2025 dataset).

Values from the calculation:
orbital gap (spin up / spin down)	7.98 / 8.44	eV
F_max	0.1038	hartree/bohr

Atoms and positions in Å:
C1 -0.957 0.532 -0.061
C2 1.008 -0.668 -0.008
C3 0.526 0.712 0.039
N1 -1.712 -0.437 -0.005
H1 1.219 -1.401 0.897
H2 1.010 -1.100 -0.911
H3 0.798 1.111 -0.904
H4 0.798 1.333 0.873
H5 -2.690 -0.082 0.080

Results of the natural (NBO) charge analysis, in e, for atoms 1 through 8: number 1, C, carries 0.310; number 2, C, carries -0.263; number 3, C, carries -0.582; number 4, N, carries -0.666; number 5, H, carries 0.185; number 6, H, carries 0.159; number 7, H, carries 0.242; number 8, H, carries 0.245

---

# C2H6N4S

One molecule with the formula C2H6N4S at a distorted geometry (wB97M-V/def2-TZVPD, the Open Molecules 2025 dataset).

Values from the calculation:
multiplicity	3
orbital gap (spin up / spin down)	7.10 / 6.12	eV
F_max	0.1161	hartree/bohr

Atoms and positions in Å:
C1 -0.818 0.341 0.031
C2 -0.519 0.472 -1.471
N1 0.431 1.084 0.661
N2 -0.572 -1.055 0.492
N3 0.704 -1.180 0.883
N4 1.238 0.274 1.129
S1 2.662 0.466 1.762
H1 -1.660 0.840 0.420
H2 -0.904 -0.420 -1.812
H3 0.477 0.540 -1.631
H4 -1.111 1.343 -1.748
H5 -1.123 -1.218 1.354
H6 1.195 -1.488 -0.069

Results of the natural (NBO) charge analysis, in e, for atoms 1 through 8: number 1, C, carries 0.078; number 2, C, carries -0.622; number 3, N, carries -0.321; number 4, N, carries -0.433; number 5, N, carries -0.320; number 6, N, carries -0.345; number 7, S, carries 0.417; number 8, H, carries 0.210

---

# C36H21Cl2I2IrN6O5S

C36H21Cl2I2IrN6O5S as an isolated structure at a distorted geometry (wB97M-V/def2-TZVPD, the Open Molecules 2025 dataset).

Values from the calculation:
multiplicity	2
orbital gap (spin up / spin down)	5.54 / 4.89	eV
F_max	0.0684	hartree/bohr
total charge	+1

Atoms and positions in Å:
Ir1 0.682 0.188 0.962
C1 -4.440 -1.136 2.952
C2 -3.932 -0.399 1.890
C3 -2.575 -0.166 1.786
C4 -1.705 -0.695 2.738
C5 -2.218 -1.440 3.811
C6 -3.575 -1.648 3.917
N1 -0.322 -0.459 2.623
N2 0.386 -0.747 3.593
C7 1.736 -0.501 3.481
C8 2.587 -0.812 4.529
C9 3.937 -0.551 4.402
C10 4.405 0.032 3.234
C11 3.502 0.326 2.232
N3 2.206 0.057 2.347
H1 -5.505 -1.312 3.028
H2 -4.602 0.000 1.140
H3 -2.180 0.428 0.973
H4 -1.528 -1.845 4.536
H5 -3.967 -2.205 4.758
H6 2.161 -1.263 5.414
H7 4.624 -0.795 5.201
H8 5.454 0.252 3.098
H9 3.827 0.795 1.312
Cl1 -2.466 6.545 -0.696
C12 -1.651 5.220 0.063
C13 -1.176 5.357 1.336
C14 -0.503 4.302 1.969
I1 0.259 4.509 3.897
C15 -0.306 3.076 1.356
O1 0.370 2.100 1.933
C16 -0.850 2.934 0.053
N4 -0.661 1.724 -0.511
C17 -1.067 1.522 -1.747
C18 -1.706 2.522 -2.503
C19 -1.914 3.754 -1.946
C20 -1.487 3.998 -0.622
H10 -1.317 6.293 1.859
H11 -0.869 0.559 -2.190
H12 -2.014 2.302 -3.516
H13 -2.391 4.545 -2.509
Cl2 5.526 -0.994 -3.928
C21 4.316 -1.235 -2.750
C22 3.909 -2.526 -2.453
C23 2.959 -2.757 -1.481
I2 2.286 -4.650 -1.040
C24 2.394 -1.678 -0.701
O2 1.813 -1.866 0.377
C25 2.730 -0.320 -1.146
N5 2.074 0.686 -0.539
C26 2.367 1.943 -0.855
C27 3.339 2.258 -1.797
C28 4.008 1.239 -2.436
C29 3.702 -0.094 -2.121
H14 4.336 -3.355 -3.001
H15 1.823 2.721 -0.334
H16 3.549 3.295 -2.018
H17 4.770 1.453 -3.173
O3 -0.354 -1.033 -4.579
S1 -0.211 -2.116 -3.648
O4 0.692 -3.176 -3.988
N6 0.201 -1.481 -2.176
C30 -0.743 -1.661 -1.282
O5 -0.777 -1.198 -0.092
C31 -1.945 -2.380 -1.808
C32 -3.125 -2.621 -1.129
C33 -4.180 -3.186 -1.837
C34 -4.044 -3.495 -3.187
C35 -2.849 -3.268 -3.860
C36 -1.813 -2.704 -3.145
H18 -3.211 -2.368 -0.080
H19 -5.121 -3.375 -1.337
H20 -4.884 -3.913 -3.725
H21 -2.743 -3.510 -4.909

Results of the Löwdin charge analysis, in e, for atoms 1 through 8: number 1, Ir, carries 1.517; number 2, C, carries -0.046; number 3, C, carries -0.061; number 4, C, carries -0.024; number 5, C, carries -0.217; number 6, C, carries 0.003; number 7, C, carries -0.056; number 8, N, carries -0.065

---

# C14H14N2O3SSc

C14H14N2O3SSc as an isolated structure at a distorted geometry (wB97M-V/def2-TZVPD, the Open Molecules 2025 dataset).

Values from the calculation:
orbital gap	6.45	eV
F_max	0.1879	hartree/bohr
total charge	-1

Atoms and positions in Å:
C1 -1.484 2.771 -2.682
C2 -2.353 1.647 -2.769
C3 -1.552 0.489 -2.980
C4 -0.189 0.894 -3.012
C5 -0.146 2.306 -2.823
Sc1 -0.986 1.397 -0.814
N1 -0.425 2.655 0.427
C6 -1.793 2.715 1.062
C7 -2.724 1.727 0.316
H1 -1.919 -0.536 -3.063
H2 -3.440 1.666 -2.686
H3 0.675 0.238 -3.125
H4 0.756 2.920 -2.775
H5 -1.786 3.803 -2.493
H6 -3.609 2.218 -0.115
H7 -1.708 2.456 2.137
H8 0.202 3.394 0.744
H9 -3.012 0.856 0.924
H10 -2.189 3.746 0.982
O1 0.027 -4.134 -0.947
S1 -0.026 -3.470 0.436
O2 -1.383 -3.751 1.097
N2 -0.346 -1.825 -0.094
C8 0.546 -1.004 0.337
O3 0.533 0.307 0.045
C9 1.596 -1.598 1.170
C10 2.667 -0.939 1.781
C11 3.562 -1.690 2.560
C12 3.377 -3.078 2.714
C13 2.295 -3.722 2.090
C14 1.418 -2.953 1.325
H11 2.804 0.128 1.665
H12 4.396 -1.199 3.046
H13 4.072 -3.648 3.317
H14 2.145 -4.787 2.205

Results of the natural (NBO) charge analysis, in e, for atoms 1 through 8: number 1, C, carries -0.341; number 2, C, carries -0.316; number 3, C, carries -0.349; number 4, C, carries -0.336; number 5, C, carries -0.346; number 6, Sc, carries 1.370; number 7, N, carries -0.962; number 8, C, carries -0.235